Here is 2 unconnected molecules or ions with the total composition C5H6NO2 at a distorted geometry from OMol25. Energies are from ωB97M-V/def2-TZVPD.

Values from the calculation:
* frontier orbital gap: 0.2368 hartree
* E_HOMO: -2.387 eV
* energy above the lowest of the compared OMol25 structures with the same formula, charge and spin: 155.30 kJ/mol
* electronic energy: -10865.3591 eV
* LUMO level: 4.06 eV
* charge: -1

```
14
Properties=species:S:1:pos:R:3:forces:R:3
C 0.50918 -1.20093 -0.29050 0.36 1.63 0.81
C 2.47307 0.49353 -0.15588 0.69 -0.61 -1.54
C -1.02737 0.65763 0.88278 -2.79 -1.00 -3.90
C -0.83792 1.06476 -0.54780 2.06 0.55 -0.50
C -0.80005 -0.40971 -0.23215 -1.23 -1.06 0.54
N 0.50525 -2.45106 -0.03272 -1.06 -0.18 -0.13
O 2.77350 0.70995 -1.28907 -0.72 -0.09 0.50
O 2.69316 0.58785 0.99287 -0.54 -0.02 0.87
H -0.40536 0.64652 1.64668 3.32 0.60 3.06
H -2.06737 0.69292 1.16316 -0.18 -0.01 0.29
H -1.68237 1.47825 -1.05089 -0.63 0.17 -0.17
H 0.12922 1.57665 -0.91961 -1.49 -1.22 0.84
H -1.75693 -1.08342 -0.29000 1.43 1.20 -0.56
H -0.50602 -2.76294 0.12313 0.78 0.03 -0.12
```
Forces are in eV/Å.

Here is 8 unconnected molecules or ions with the total composition C35H55N3O5 at a distorted geometry from OMol25. Energies are from ωB97M-V/def2-TZVPD.

Values from the calculation:
* frontier orbital gap: 0.3575 hartree
* E_HOMO: -9.153 eV
* energy above the lowest of the compared OMol25 structures with the same formula, charge and spin: 102.61 kJ/mol
* electronic energy: -51890.4722 eV
* LUMO level: 0.57 eV
* SMILES: c1ccncc1.c1ccncc1.c1ccncc1.C1CCOC1.C1CCOC1.C1CCOC1.C1CCOC1.C1CCOC1

```
98
Properties=species:S:1:pos:R:3:forces:R:3
C -5.20975 -0.29708 -2.29881 -0.42 -0.82 -0.08
C -4.81400 0.46791 -3.37732 -0.14 -0.09 0.73
C -4.51070 1.80261 -3.10088 -0.88 -0.50 -0.57
N -4.63739 2.32892 -1.89524 1.09 0.30 0.80
C -4.89712 1.53601 -0.83863 -0.46 0.31 -1.26
C -5.29309 0.22728 -1.02587 0.70 0.12 0.69
H -5.47314 -1.34093 -2.43509 -0.04 0.03 -0.13
H -4.83741 -0.00276 -4.34975 0.36 0.38 -0.20
H -4.27033 2.45728 -3.93078 0.11 0.25 0.17
H -4.83147 1.98693 0.14231 -0.18 0.12 0.05
H -5.55776 -0.36967 -0.16182 -0.05 -0.12 -0.15
C 1.09988 1.17335 -0.66260 -0.43 -0.37 0.83
C 0.89554 -0.19939 -0.58680 -0.21 -0.88 -1.37
C -0.39653 -0.70596 -0.49980 -0.45 0.94 0.13
N -1.47826 0.07707 -0.44082 -0.47 -0.20 -0.13
C -1.29580 1.38801 -0.48024 1.02 0.50 1.38
C -0.03179 1.96467 -0.50802 0.40 0.05 0.53
H 2.09310 1.60126 -0.65375 0.05 -0.05 -0.18
H 1.63873 -0.95179 -0.82884 0.37 0.38 0.48
H -0.63455 -1.76236 -0.46466 0.48 -0.02 0.05
H -2.07630 2.07266 -0.16572 -0.60 -0.39 -0.67
H 0.06813 2.97803 -0.13362 -0.02 0.28 -0.79
C 2.42789 5.11021 3.77005 0.50 0.15 0.88
C 3.49705 4.30795 4.19874 -1.03 0.57 -0.83
C 3.93292 3.35429 3.29772 1.10 -0.38 0.18
N 3.56024 3.23957 2.01793 -0.79 0.40 0.16
C 2.58551 4.06593 1.63469 0.20 0.53 0.29
C 1.96318 4.98446 2.49076 -0.01 -0.57 -0.97
H 2.00106 5.85667 4.42971 0.04 -0.02 0.02
H 3.96956 4.50500 5.14797 -0.01 -0.41 0.14
H 4.71642 2.66568 3.60233 0.00 0.02 -0.02
H 2.32922 4.11823 0.58297 -0.03 -0.44 -0.09
H 1.15926 5.58523 2.08698 -0.01 0.11 0.17
C -2.77138 -3.48820 -1.64727 -1.18 -0.84 0.33
C -1.84481 -4.69059 -1.76227 0.46 0.05 -0.02
C -0.49980 -4.00048 -2.00130 0.10 -0.68 -0.33
O -0.77913 -2.81291 -2.73840 -0.22 -0.26 0.55
C -2.16566 -2.41663 -2.49463 1.21 0.10 -0.09
H -2.87146 -3.19740 -0.59862 0.21 0.14 -0.06
H -3.78739 -3.72335 -1.97677 0.04 -0.01 0.01
H -2.04504 -5.35375 -2.60467 -0.33 0.16 -0.03
H -1.86958 -5.28628 -0.85030 0.14 -0.07 -0.05
H 0.16510 -4.61534 -2.61283 0.00 0.03 -0.04
H 0.02641 -3.86702 -1.04681 -0.07 0.63 0.01
H -2.63380 -2.36462 -3.47513 -0.10 0.40 0.03
H -2.12944 -1.48250 -1.93467 -0.45 0.18 -0.65
C -0.85196 1.78604 3.38586 0.05 -1.33 0.11
C -1.56091 1.05690 4.56802 1.06 0.41 0.44
C -2.96073 1.65644 4.59721 -0.63 0.42 -0.93
O -2.91135 2.78581 3.70483 -0.03 0.14 0.42
C -1.99976 2.43795 2.68169 -0.35 0.93 -0.21
H -0.34312 1.06707 2.73821 0.12 0.12 0.02
H -0.11891 2.49080 3.77318 -0.09 0.17 -0.16
H -0.98587 1.31405 5.46029 -0.29 -0.07 0.19
H -1.49560 -0.02535 4.48841 -0.35 0.01 -0.17
H -3.33295 2.04463 5.54303 0.25 -0.18 0.15
H -3.73211 0.99544 4.17881 0.20 -0.36 0.25
H -1.70301 3.36659 2.18523 -0.16 -0.10 -0.12
H -2.51078 1.78824 1.95783 0.25 -0.15 0.04
C -3.31440 -1.66824 2.21568 -0.02 -0.17 -0.69
C -2.85938 -2.44599 3.40242 0.83 -0.27 2.56
C -4.09541 -3.11194 3.99577 -0.87 1.03 -0.79
O -5.15012 -2.16620 3.67931 0.39 -0.27 -0.12
C -4.80616 -1.44152 2.49082 -0.34 -0.79 -0.16
H -3.17464 -2.31855 1.34674 -0.21 0.33 -0.17
H -2.76478 -0.74861 2.01842 0.07 -0.04 0.12
H -2.52719 -1.79024 4.21619 0.12 0.21 -0.29
H -2.04434 -3.16579 3.30222 -0.04 0.08 -0.55
H -4.11468 -3.15540 5.08102 0.30 -0.35 0.03
H -4.28979 -4.09227 3.55027 -0.17 -0.03 0.03
H -5.13129 -0.41246 2.63585 0.22 0.10 -0.02
H -5.35371 -1.86991 1.64329 -0.28 0.17 0.07
C 5.15971 1.53299 -1.71460 -1.20 -0.38 1.91
C 5.81815 1.28648 -3.02325 0.03 -0.78 -1.32
C 6.84519 0.18478 -2.70151 0.25 1.68 0.42
O 7.22846 0.48818 -1.36550 0.26 -0.63 0.58
C 6.31697 1.41974 -0.71725 1.09 -0.21 -1.89
H 4.41844 0.75045 -1.50225 0.38 0.13 -0.13
H 4.57266 2.44194 -1.56791 0.38 0.29 -0.35
H 6.35507 2.15829 -3.40348 -0.01 0.06 0.14
H 5.14895 0.94351 -3.81760 -0.17 0.21 0.19
H 7.70685 0.38663 -3.34353 0.09 -0.70 -0.01
H 6.49831 -0.85003 -2.73918 0.14 0.24 -0.42
H 6.88956 2.35293 -0.75039 -0.33 0.19 0.80
H 6.15019 1.01009 0.27284 -0.39 0.40 0.12
C 3.27638 -2.80659 -2.63564 1.56 -0.44 0.32
C 2.94719 -2.47383 -4.09434 -0.28 -1.24 0.85
C 2.39353 -1.08233 -3.91034 -0.57 -0.77 -1.52
O 3.17205 -0.47969 -2.91266 0.54 0.33 0.44
C 3.88387 -1.47818 -2.15688 -1.64 -0.84 0.51
H 3.99554 -3.61840 -2.47361 0.21 0.13 -0.49
H 2.43517 -3.19604 -2.05935 -0.47 0.76 -0.11
H 2.21100 -3.22618 -4.38639 -0.03 0.37 -0.64
H 3.82349 -2.51218 -4.74091 0.04 -0.01 0.06
H 1.32457 -1.22361 -3.69308 0.13 0.57 0.59
H 2.45726 -0.52546 -4.85081 0.08 0.29 0.26
H 3.65133 -1.31924 -1.10180 0.23 0.13 0.09
H 4.96667 -1.46792 -2.27062 -0.31 0.25 -0.32
```
Forces are in eV/Å.

Here is a molecular structure, C16H38NbO15 at a distorted geometry from OMol25. Energies are from ωB97M-V/def2-TZVPD.

Values from the calculation:
* frontier orbital gap: 0.2532 hartree
* E_HOMO: -4.695 eV
* electronic energy: -49465.5336 eV
* LUMO level: 2.19 eV
* charge: -1

```
70
Properties=species:S:1:pos:R:3:forces:R:3
C -2.83633 1.46720 -3.86004 0.15 -0.59 -0.19
Nb -0.83107 1.61145 -2.85975 -1.97 0.40 -0.52
H -3.12611 0.40516 -3.95121 -0.08 0.32 -0.01
H -2.74786 1.86634 -4.88511 -0.08 -0.04 0.20
H -3.63234 2.01215 -3.32627 0.23 -0.08 -0.08
H -1.13253 0.56199 -1.35577 0.65 0.29 0.00
H -1.11070 3.16366 -1.85241 0.40 0.13 0.14
H 0.07573 2.64009 -4.09967 0.41 -0.20 0.60
H -0.25862 0.11608 -3.79463 0.35 0.14 0.11
H 0.88453 1.51478 -2.19257 -0.07 -0.26 -0.19
C 0.80460 7.79070 0.71835 -0.03 -0.07 0.00
O 0.23027 6.48909 0.83074 -0.05 -0.04 0.03
C -1.08818 6.44647 0.60971 0.03 0.29 -0.12
O -1.77682 7.41162 0.37490 0.01 -0.11 0.03
O -1.48963 5.19425 0.69758 -0.08 -0.16 0.12
C -2.88581 4.98161 0.44962 0.01 -0.01 -0.12
H 1.86125 7.64769 0.92122 0.02 0.07 -0.01
H 0.65488 8.19007 -0.28323 0.02 -0.01 -0.02
H 0.35889 8.47444 1.43930 0.01 -0.01 0.03
H -3.15077 5.31264 -0.55154 0.06 0.03 -0.02
H -3.48229 5.52767 1.18026 -0.01 0.00 -0.03
H -3.04441 3.91176 0.53059 0.05 0.00 0.04
C -4.83915 -5.29881 -0.42069 0.06 0.04 0.05
O -3.93631 -4.52439 0.37012 0.03 0.09 -0.06
C -3.42447 -3.45815 -0.27753 -0.19 -0.22 -0.14
O -3.69654 -3.15942 -1.41124 0.04 0.05 0.09
O -2.60398 -2.83385 0.54293 0.11 0.24 0.09
C -1.97482 -1.64261 0.00000 0.04 -0.10 0.05
H -5.15954 -6.10714 0.22955 -0.05 -0.04 -0.05
H -5.68851 -4.69659 -0.73938 -0.02 0.00 0.03
H -4.34006 -5.68806 -1.30655 0.02 -0.03 0.01
H -2.71269 -0.89879 -0.28700 -0.08 -0.09 -0.04
H -1.36064 -1.89312 -0.85967 -0.04 0.01 -0.04
H -1.35646 -1.26137 0.80455 0.04 0.02 0.00
C -4.97940 -0.70074 2.19784 0.02 -0.06 -0.17
O -4.89363 0.71682 2.01029 -0.12 -0.01 -0.02
C -4.29676 1.37659 2.99378 0.23 -0.02 0.13
O -3.87595 0.89779 4.01755 -0.08 0.01 -0.05
O -4.22512 2.66419 2.65583 -0.05 -0.01 0.02
C -3.52954 3.48764 3.59849 -0.03 -0.05 -0.03
H -5.44432 -1.07281 1.28961 0.01 -0.03 0.00
H -3.98713 -1.13137 2.31010 0.01 -0.01 0.04
H -5.59120 -0.95250 3.06195 0.02 0.09 0.06
H -2.50082 3.15065 3.70949 0.01 0.01 -0.03
H -4.02165 3.45919 4.56897 -0.02 0.01 -0.01
H -3.56137 4.48519 3.17355 0.04 0.01 0.09
C 3.28026 2.44689 -0.15787 0.00 0.15 0.09
O 4.53055 1.80690 0.18356 -0.06 0.14 -0.09
C 4.64330 0.54444 -0.19166 -0.04 -0.27 0.15
O 3.82341 -0.11897 -0.76676 0.04 0.09 -0.02
O 5.84600 0.08872 0.21493 -0.09 0.03 -0.16
C 6.07448 -1.27192 -0.15660 0.05 -0.02 0.08
H 3.38274 3.44540 0.25498 -0.09 0.04 -0.02
H 3.11786 2.49387 -1.23132 0.10 -0.15 -0.04
H 2.43365 1.93594 0.29327 0.05 -0.11 0.00
H 6.07948 -1.38255 -1.23985 0.00 0.02 -0.01
H 5.30138 -1.91617 0.25737 0.01 -0.03 0.01
H 7.04384 -1.53248 0.25771 0.02 0.00 0.00
C 3.49541 -4.77929 -0.24612 0.03 0.08 -0.01
O 4.84954 -5.07414 0.14383 -0.10 0.07 0.01
C 5.34703 -6.18460 -0.37797 0.04 -0.16 -0.10
O 4.77717 -6.95029 -1.11375 0.00 0.07 0.05
O 6.60655 -6.32536 0.05020 -0.03 0.01 -0.01
C 7.26790 -7.49090 -0.44960 -0.04 0.07 0.03
H 3.25078 -3.84800 0.25277 -0.03 0.01 0.00
H 3.42769 -4.65352 -1.32387 0.03 -0.01 -0.02
H 2.82426 -5.57507 0.06830 0.03 -0.03 0.03
H 7.31726 -7.46672 -1.53659 0.02 0.02 -0.01
H 6.74112 -8.39235 -0.14211 0.01 -0.01 0.03
H 8.26174 -7.45508 -0.01549 0.03 -0.06 -0.03
```
Forces are in eV/Å.

Here is a molecular structure, C24H15N9O6S4W from OMol25. Energies are from ωB97M-V/def2-TZVPD.

Values from the calculation:
* frontier orbital gap: 0.2046 hartree
* E_HOMO: -14.044 eV
* energy above the lowest of the compared OMol25 structures with the same formula, charge and spin: 17.55 kJ/mol
* electronic energy: -95981.1560 eV
* LUMO level: -8.48 eV
* charge: +2

```
59
Properties=species:S:1:pos:R:3:forces:R:3
W 0.24493 0.25911 0.48341 -0.47 -0.18 -0.77
O 5.68824 2.65084 2.39701 0.09 -0.14 0.01
C 4.70139 2.10580 2.04027 -0.24 0.41 -0.07
C 3.45253 1.77802 2.94003 0.16 -0.39 -0.29
O 3.35357 1.84709 4.12514 -0.03 0.13 0.07
C 2.47977 1.26467 1.94665 -0.07 0.16 0.71
C 2.94455 1.18588 0.69385 0.49 0.19 -0.52
O 2.08641 0.71907 -0.17412 0.07 0.20 -0.26
C 4.34638 1.69773 0.56078 -0.05 -0.38 0.29
O 5.04331 1.73965 -0.40012 0.01 0.13 -0.06
O 1.22426 0.85800 2.06566 -0.08 -0.01 0.33
N 1.50240 -2.09987 2.81855 0.08 0.11 0.08
C 1.11080 -2.56536 1.63662 0.06 0.11 -0.15
N 0.80966 -1.81895 0.56160 -0.08 0.10 0.14
C 0.50380 -2.62567 -0.53941 -0.02 0.35 0.05
C 0.51173 -3.93673 -0.29955 0.05 -0.37 0.08
S 0.96982 -4.24327 1.34134 -0.03 -0.24 -0.06
C 0.37727 -1.88578 -1.77204 -0.14 0.09 0.26
C 0.36821 -2.35496 -3.01906 -0.02 -0.07 -0.34
S 0.56363 -1.06083 -4.13348 -0.02 -0.14 -0.23
C 0.70056 0.06112 -2.83238 0.01 -0.05 0.00
N 0.47839 -0.49226 -1.63586 0.32 0.00 0.15
N 1.02485 1.31769 -3.12786 -0.04 0.00 0.20
H 1.52230 -1.10999 3.00562 -0.05 -0.04 0.01
H 1.82347 -2.72554 3.53878 0.00 -0.02 -0.03
H 0.32888 -4.74810 -0.98547 0.02 0.02 0.04
H 0.33737 -3.38028 -3.35000 -0.02 0.04 0.00
H 1.22280 1.57297 -4.08126 0.01 0.00 0.00
H 1.23735 1.97468 -2.39641 0.04 0.03 -0.04
S -0.18879 2.35310 -0.58848 0.09 -0.45 0.37
C -1.69708 2.14881 -1.45686 0.05 0.18 -0.13
C -2.09580 3.16777 -2.31378 -0.01 0.01 -0.03
C -3.25911 3.03346 -3.05481 -0.02 0.29 -0.14
C -3.65919 4.10743 -3.93090 -0.01 -0.25 0.07
N -3.96302 4.95810 -4.63938 0.03 0.00 0.06
C -4.01461 1.85893 -2.94928 -0.30 -0.09 -0.14
C -3.60361 0.84127 -2.10178 0.00 -0.01 0.00
C -2.44166 0.98064 -1.34511 -0.23 -0.17 -0.20
S -2.01482 -0.28429 -0.21526 0.17 0.19 0.29
C -5.22044 1.68608 -3.72329 0.21 0.03 0.09
N -6.17469 1.52498 -4.34057 0.02 0.00 0.04
H -1.50803 4.07154 -2.41653 0.01 -0.03 0.03
H -4.19663 -0.06211 -2.03706 0.03 0.01 0.02
C -2.15938 -1.33970 4.45516 -0.04 0.24 -0.08
N -2.12430 0.01776 3.87021 -0.14 0.07 0.13
C -2.79838 1.06650 4.45045 0.05 -0.24 0.00
C -2.75699 2.30594 3.92912 -0.01 0.07 -0.04
C -1.98724 2.50674 2.74204 -0.20 0.34 0.14
N -1.36096 1.46888 2.18694 0.16 0.18 0.12
C -1.42009 0.28553 2.75713 0.15 -0.58 -0.18
O -0.75646 -0.64719 2.16069 -0.14 0.31 -0.06
N -1.88813 3.70315 2.17775 0.06 -0.11 0.00
H -3.10283 -1.45281 4.98055 0.01 -0.02 0.03
H -1.33021 -1.46627 5.14651 0.03 -0.02 0.01
H -2.10069 -2.07064 3.65663 0.00 -0.01 -0.03
H -3.35633 0.82544 5.34458 0.00 0.01 -0.01
H -3.29102 3.11962 4.39700 0.01 -0.01 0.00
H -2.34463 4.50315 2.58328 0.01 0.02 -0.01
H -1.31495 3.83252 1.35775 -0.04 -0.02 0.04
```
Forces are in eV/Å.

Here is CH4P2S in the gas phase at a distorted geometry from OMol25. Energies are from ωB97M-V/def2-TZVPD.

Values from the calculation:
* frontier orbital gap: 0.2781 hartree
* E_HOMO: -8.536 eV
* energy above the lowest of the compared OMol25 structures with the same formula, charge and spin: 257.47 kJ/mol
* electronic energy: -30511.9476 eV
* LUMO level: -0.97 eV
* SMILES: PC(P)=S

```
8
Properties=species:S:1:pos:R:3:forces:R:3
P -0.29123 -1.51798 0.03587 1.85 -0.55 -0.55
C -0.91378 0.13421 0.16217 -2.83 1.91 -1.84
P 0.32954 1.49692 -0.08289 -0.14 -1.57 -2.11
S -2.58413 0.37985 -0.00096 2.22 -0.17 0.59
H -1.23709 -1.97767 -0.94287 0.79 0.24 0.13
H 0.98694 -1.11316 -0.76545 -2.02 -0.92 0.79
H -0.40001 2.66149 -0.13331 -0.72 0.51 0.77
H 0.71116 1.31091 1.17522 0.85 0.55 2.22
```
Forces are in eV/Å.